--- A ---
Computed, not measured: a structure of composition C25H41F3O2P2Ru, with wB97M-V/def2-TZVPD.

```
! wB97M-V def2-TZVPD RIJCOSX def2/J DEFGRID3
* xyz 2 5
Ru -1.83668 1.04272 1.31964
C 1.78348 0.20224 0.41883
C 1.21032 1.28853 1.07181
C 0.40441 -0.71994 2.02884
C 1.37517 -1.01171 1.06800
C 0.22649 0.75358 2.04713
C 2.88919 0.26288 -0.57048
H 2.92822 1.22796 -1.08190
H 2.79845 -0.50088 -1.35179
H 3.86403 0.11136 -0.07674
C 2.00533 -2.33605 0.85132
H 2.74547 -2.28335 0.04369
H 1.27257 -3.12116 0.60776
H 2.53507 -2.64210 1.76856
C -0.07952 -1.68058 3.03314
H 0.72752 -2.00557 3.71844
H -0.44078 -2.59287 2.53046
H -0.88966 -1.25559 3.63402
C -0.35107 1.53088 3.16884
H 0.33620 1.58656 4.03529
H -1.28426 1.03475 3.52302
H -0.55231 2.57006 2.84914
C 1.62292 2.70148 0.95073
H 2.22426 3.04194 1.82126
H 0.73098 3.34201 0.89050
H 2.22901 2.85756 0.04068
C -0.86948 0.44442 -3.32134
C 0.00888 1.45604 -3.31662
C 0.21531 2.68487 -2.43297
C -0.80544 3.15918 -1.33404
C -1.71959 2.32045 -0.50280
C -3.10170 1.85442 -1.01102
C -3.22280 0.69048 -2.04113
C -2.38520 0.47505 -3.32534
H 0.33528 3.56407 -3.11238
H -1.44884 3.92267 -1.83937
H 1.19214 2.63294 -1.89409
H -2.76678 1.09528 -4.15307
H -0.50403 -0.58681 -3.13807
H 0.86281 1.28150 -3.98204
H -2.67075 -0.56193 -3.58212
H -3.01210 -0.17763 -1.39958
H -3.53565 1.36423 -0.05096
H -4.30969 0.59887 -2.27436
H -0.21781 3.77678 -0.62334
H -1.90709 2.87951 0.47780
P -3.05838 3.29968 -3.46443
C -3.87190 2.84044 -5.07298
C -2.60574 5.01769 -3.98877
P -4.27940 3.27459 -0.79920
C -4.66808 3.55283 -2.57464
C -3.65195 4.87493 -0.20401
C -5.91449 3.06243 -0.10197
H -4.58028 2.01272 -4.94022
H -3.11224 2.54878 -5.80946
H -4.41690 3.71794 -5.44697
H -3.45416 5.47150 -4.51810
H -1.75660 4.94402 -4.68438
H -2.30936 5.65741 -3.14911
H -6.65729 3.58056 -0.72222
H -5.95718 3.48368 0.90981
H -6.17833 2.00144 -0.06170
H -5.37189 2.76208 -2.88043
H -5.11125 4.53740 -2.80256
H -3.86037 4.93867 0.88048
H -4.17775 5.71661 -0.70419
H -2.56338 4.98084 -0.35687
F -1.19074 -3.90783 -1.41786
C -1.74759 -3.54430 -0.22828
F -2.92294 -4.20697 -0.11293
F -0.91979 -4.04484 0.76396
C -1.86249 -1.95334 -0.05233
O -2.87975 -1.52296 0.59393
O -0.92007 -1.28608 -0.55793
*
```

Summary:
HOMO energy (alpha / beta): -12.93 / -13.53 eV
Orbital gap (alpha / beta): 0.222 / 0.163 Eh

--- B ---
Computed, not measured: a structure of composition C25H41F3O2P2Ru, with wB97M-V/def2-TZVPD.

```
! wB97M-V def2-TZVPD RIJCOSX def2/J DEFGRID3
* xyz 2 5
Ru -0.43407 1.42742 -1.02591
C 1.28853 2.49114 0.60916
C 1.00456 2.97357 -0.72892
C -0.67994 3.71242 0.69908
C 0.26473 3.00480 1.46583
C -0.30256 3.65107 -0.68608
C 2.53076 1.82344 1.06031
H 3.10058 1.42408 0.21246
H 2.33872 1.00926 1.77055
H 3.15510 2.56497 1.58037
C 0.30587 3.05006 2.95131
H 1.20943 2.55928 3.35419
H -0.58299 2.58932 3.42707
H 0.31187 4.11160 3.26847
C -1.85128 4.43636 1.23585
H -1.55512 5.28816 1.86951
H -2.46995 3.75023 1.83213
H -2.45281 4.82278 0.40943
C -0.87078 4.47857 -1.77597
H -0.12585 5.19013 -2.14270
H -1.72150 5.06509 -1.42049
H -1.19560 3.82928 -2.58578
C 1.84261 3.02287 -1.94456
H 1.93167 4.04449 -2.34860
H 1.29033 2.41433 -2.68060
H 2.85018 2.62384 -1.78781
C 1.20521 -3.61805 2.54860
C 2.28000 -3.78400 1.50139
C 3.34688 -2.67814 1.49328
C 2.32726 -1.73466 0.82181
C 1.40422 -2.94080 0.59797
C 0.22760 -2.85810 1.46500
C -0.66029 -4.12448 1.49986
C 0.20635 -4.73738 2.62124
H 4.19078 -2.91721 0.84145
H 2.67484 -1.18406 -0.04836
H 3.72120 -2.34932 2.48064
H 0.64746 -5.70485 2.38320
H 1.44650 -3.00709 3.41785
H 2.54191 -4.80916 1.24224
H -0.27558 -4.84608 3.59394
H -1.71891 -4.00990 1.76285
H -0.21042 -1.87843 1.67398
H -0.59978 -4.70497 0.56981
H 1.80002 -1.02899 1.47827
H 0.72326 0.25143 -0.94209
P 0.34731 -1.83583 -1.29433
C -0.06459 -3.63202 -1.74363
C 1.66410 -1.57731 -2.55406
P -1.49653 0.25382 -2.35957
C -1.42598 -1.39210 -1.54603
C -1.13650 0.01751 -4.15031
C -3.27652 0.55712 -2.38047
H -1.14723 -3.78570 -1.60834
H 0.45403 -4.37534 -1.12877
H 0.17286 -3.79882 -2.80421
H 1.52973 -2.29100 -3.37222
H 2.65075 -1.74647 -2.09928
H 1.61534 -0.54313 -2.90690
H -3.82499 -0.33480 -2.71860
H -3.44562 1.39459 -3.07139
H -3.58534 0.82535 -1.35549
H -1.85591 -1.36496 -0.51779
H -1.94644 -2.16746 -2.14329
H -1.84522 0.67192 -4.68891
H -1.27748 -1.02422 -4.48728
H -0.11057 0.35149 -4.36862
F -2.25149 -0.23396 3.76446
C -2.79588 0.37341 2.67838
F -3.85992 -0.35179 2.24167
F -3.25658 1.61311 3.04557
C -1.67470 0.52126 1.58395
O -2.12994 0.87317 0.44994
O -0.48772 0.30783 1.91430
*
```

Summary:
HOMO energy (alpha / beta): -13.75 / -14.15 eV
Orbital gap (alpha / beta): 0.231 / 0.208 Eh

Energy relative to the most stable one, in kcal/mol: A 34.4; B 0.0

--- A ---
Computed, not measured: a cluster of 2 separate species, C4H14N2O in total, with wB97M-V/def2-TZVPD.

```
! wB97M-V def2-TZVPD RIJCOSX def2/J DEFGRID3
* xyz 2 1
C -1.23372 0.31960 -0.50192
C -0.17276 0.60356 0.62061
C 0.71634 -0.45441 0.89016
C 1.32920 -0.79812 2.07164
N 2.24600 -1.95042 2.02745
N -2.22998 1.40075 -0.94165
H -0.77250 -0.28116 -1.24923
H -2.00016 -0.44523 -0.36279
H 0.38277 1.49155 0.27308
H -0.60912 0.94801 1.56786
H 1.08077 -1.11142 0.03728
H 0.99052 -0.41777 3.03863
H 2.91674 -2.02862 1.25045
H 2.91001 -1.88471 2.81350
H 1.71790 -2.80184 1.94049
H -3.20924 1.18151 -0.66429
H -2.03338 2.31138 -0.37857
H -2.13648 1.48502 -1.97292
H 0.54863 0.40132 -2.92184
H -0.46019 0.91979 -4.13776
O 0.01863 1.11122 -3.40019
*
```

Summary:
HOMO energy: -18.13 eV
Orbital gap: 0.410 Eh

--- B ---
Computed, not measured: a cluster of 2 separate species, C4H14N2O in total, with wB97M-V/def2-TZVPD.

```
! wB97M-V def2-TZVPD RIJCOSX def2/J DEFGRID3
* xyz 2 1
C -1.16642 -1.33054 -0.47339
C -0.91771 0.09313 -0.96813
C -0.15358 0.98945 -0.04879
C -0.32089 2.31436 -0.14973
N 0.56262 3.14869 0.75221
N -0.05746 -2.32637 -0.80664
H -1.32755 -1.38331 0.60042
H -1.98426 -1.76423 -1.05779
H -0.36088 0.08612 -1.91808
H -1.89592 0.50136 -1.23465
H 0.59349 0.62513 0.65397
H -1.08391 2.89934 -0.64195
H 1.52987 2.83136 0.77002
H 0.52689 4.06775 0.31777
H 0.24332 3.14468 1.72096
H 0.27876 -2.08505 -1.74117
H 0.73096 -2.30458 -0.13295
H -0.44388 -3.26948 -0.85115
H 2.50671 -2.19884 1.56703
H 1.10745 -2.21694 2.17684
O 1.63238 -1.82200 1.46520
*
```

Summary:
HOMO energy: -18.38 eV
Orbital gap: 0.429 Eh

--- C ---
Computed, not measured: a cluster of 3 separate species, C4H14N2O in total, with wB97M-V/def2-TZVPD.

```
! wB97M-V def2-TZVPD RIJCOSX def2/J DEFGRID3
* xyz 2 1
C 0.49315 1.02995 -0.02035
C 1.26068 -0.21967 -0.19669
C 0.07659 -1.15815 0.07193
C -0.04433 -1.95310 1.13143
N -0.76952 -1.46056 -1.13725
N 2.15211 2.53666 0.70925
H 0.06000 1.36841 -0.96188
H -0.00677 1.37316 0.86605
H 1.70968 -0.35204 -1.17767
H 2.05883 -0.29576 0.53836
H -0.58731 -2.87513 0.97219
H 0.48812 -1.65846 2.02358
H -0.31975 -1.06399 -1.96433
H -1.65680 -0.92787 -1.04885
H -0.91735 -2.46213 -1.27722
H 2.52530 2.23958 1.60173
H 2.83411 2.54341 -0.04168
H 1.79575 3.48794 0.76703
H -3.07181 0.48509 0.54245
H -3.19332 1.14491 -0.86625
O -2.79403 0.41331 -0.37761
*
```

Summary:
HOMO energy: -18.69 eV
Orbital gap: 0.340 Eh

Energy relative to the most stable one, in kcal/mol: A 45.9; B 0.0; C 62.8

--- A ---
Computed, not measured: the molecule C3H5O2P, with wB97M-V/def2-TZVPD.

```
! wB97M-V def2-TZVPD RIJCOSX def2/J DEFGRID3
* xyz 0 1
C -0.16306 0.45493 1.60829
C 0.76663 0.87492 -0.20472
C 0.31194 -0.61347 -0.20188
O -0.21045 0.99206 2.62753
O -0.37411 -0.70331 1.04500
P -0.82390 -0.94573 -1.64790
H 0.36018 1.59579 -0.78101
H 1.81443 0.92627 -0.17155
H 1.24788 -1.29996 -0.22480
H -1.41679 0.27381 -1.43720
H -1.51274 -1.55532 -0.61178
*
```

Summary:
HOMO energy: -9.10 eV
Orbital gap: 0.360 Eh

--- B ---
Computed, not measured: the molecule C3H5O2P, with wB97M-V/def2-TZVPD.

```
! wB97M-V def2-TZVPD RIJCOSX def2/J DEFGRID3
* xyz 0 1
C 0.08779 0.78418 -1.04688
C -0.18454 0.15148 0.05456
C -1.63551 -0.31470 0.53512
O 2.36613 1.04147 -0.31216
O 0.66870 -0.30342 0.96639
P 2.30069 -0.25082 0.46449
H 0.06016 1.28155 -2.01730
H -2.28947 -0.42672 -0.38506
H -1.93509 0.45797 1.15561
H -1.40383 -1.15712 0.98945
H 1.96498 -1.26386 -0.40423
*
```

Summary:
HOMO energy (alpha / beta): -8.85 / -8.32 eV
Orbital gap (alpha / beta): 0.292 / 0.240 Eh

Energy relative to the most stable one, in kcal/mol: A 0.0; B 14.7

--- A ---
Computed, not measured: a cluster of 3 separate species, C4H13NO2 in total, with wB97M-V/def2-TZVPD.

```
! wB97M-V def2-TZVPD RIJCOSX def2/J DEFGRID3
* xyz 0 1
C 0.10430 -0.03070 -0.88492
C -0.55789 -0.93835 0.11950
C -2.09561 -0.89690 -0.20611
N -2.25269 0.41107 -0.97946
C -0.94686 1.12101 -1.06354
H 1.11102 0.36046 -0.81655
H 0.03342 -0.83543 -1.79528
H -0.30267 -0.68412 1.13416
H -0.22976 -1.92286 -0.24831
H -2.80802 -0.80532 0.60237
H -2.29248 -1.70384 -0.83966
H -3.00006 0.94272 -0.53716
H -0.70891 1.97413 -0.36810
H -0.93564 1.41978 -2.26581
O 1.25348 2.59111 1.77927
H 2.12586 2.30821 1.49193
H 0.88319 1.93961 2.38906
O 3.71705 -1.49312 1.09431
H 3.15125 -1.37502 0.33873
H 3.75103 -2.38245 1.05556
*
```

Summary:
HOMO energy: -8.55 eV
SMILES: C1CCNC1.O.O
Orbital gap: 0.335 Eh

--- B ---
Computed, not measured: a cluster of 2 separate species, C4H13NO2 in total, with wB97M-V/def2-TZVPD.

```
! wB97M-V def2-TZVPD RIJCOSX def2/J DEFGRID3
* xyz 0 1
C -0.52978 -0.42153 -2.10643
C 0.20417 0.73621 -1.38999
C -0.19114 0.76939 0.09703
N -1.13203 1.84512 0.62932
C 1.08758 0.75971 0.97348
O 1.00466 0.32471 2.30690
H -0.33568 -0.58635 -3.12527
H -1.62411 -0.20974 -1.99707
H -0.23746 -1.38914 -1.65279
H 0.20710 1.64127 -2.14678
H 1.32722 0.59375 -1.60487
H -0.77128 -0.22972 0.33001
H -0.74370 2.72978 0.43720
H -1.10680 1.88857 1.61808
H 1.65770 1.75267 1.09774
H 1.91502 0.22284 0.48433
H 0.15099 -0.07808 2.58436
O -0.58596 -3.27734 0.98028
H 0.23375 -3.48714 0.55779
H -0.53026 -3.58501 1.92669
*
```

Summary:
HOMO energy: -9.33 eV
SMILES: CC[C@H](N)CO.O
Orbital gap: 0.366 Eh

--- C ---
Computed, not measured: a cluster of 3 separate species, C4H13NO2 in total, with wB97M-V/def2-TZVPD.

```
! wB97M-V def2-TZVPD RIJCOSX def2/J DEFGRID3
* xyz 0 1
C 0.05452 -1.05076 0.61040
N 1.11180 -1.82116 -0.22527
C -3.27450 1.01328 -0.54210
O -2.05055 0.73168 -0.00415
C 0.56790 0.41144 0.58504
C 0.94017 0.90338 -0.80544
H -1.01354 -1.13696 0.22894
H -0.01319 -1.36586 1.67657
H 2.07067 -1.42356 0.10701
H -3.34509 2.07142 -0.86573
H -3.50649 0.43053 -1.48308
H -4.13753 0.84852 0.13440
H 1.40594 0.47760 1.29570
H -0.22450 1.04124 1.00098
H 1.89080 0.40943 -1.26212
H 0.09248 0.82090 -1.45852
H 1.13518 1.96842 -0.67908
H 1.09081 -2.78984 0.17863
H 3.92818 -1.09001 0.88936
O 3.27693 -0.44968 0.61847
*
```

Summary:
HOMO energy: -8.51 eV
Orbital gap: 0.129 Eh

--- D ---
Computed, not measured: a cluster of 3 separate species, C4H13NO2 in total, with wB97M-V/def2-TZVPD.

```
! wB97M-V def2-TZVPD RIJCOSX def2/J DEFGRID3
* xyz 0 1
C -0.96872 0.95666 1.53277
C 0.04444 0.78490 0.40271
C 1.45262 0.86740 0.78370
C -0.49083 0.67927 -0.82740
N -1.81322 0.07744 -0.95775
H -1.39216 0.05202 1.98169
H -0.41003 1.46946 2.33770
H -1.86379 1.44284 0.98137
H 1.67382 0.21694 1.61265
H 2.10114 0.63039 -0.05255
H 1.73509 1.90407 1.25092
H -0.08137 0.92796 -1.79216
H -1.99068 -0.34933 -1.86074
H -2.47415 0.89013 -0.98977
O 1.77958 -1.25259 -1.91617
H 1.19162 -1.52709 -1.18695
H 1.30036 -1.70201 -2.62859
O 0.32631 -2.19678 0.38630
H 0.41254 -1.31446 0.77855
H -0.53257 -2.55721 0.16372
*
```

Summary:
HOMO energy: -8.54 eV
SMILES: CC(C)=CN.O.O
Orbital gap: 0.338 Eh

Energy relative to the most stable one, in kcal/mol: A 6.8; B 1.2; C 168.4; D 0.0